Record 1
Computed, not measured: C30H21Cl3N3O7RhS2 as an isolated structure in a non-equilibrium geometry, with the ωB97M-V functional and the def2-TZVPD basis.

Values from the calculation:
Charge = 0
Total energy = -112496.3387 eV
Spin multiplicity = 1

Last column: natural (NBO) charge in e.
Element x y z (Å)
Rh (1.76283, 0.63425, -1.25714)  1.13
O (1.14480, 4.18644, 0.25334)  -0.60
C (0.99239, 2.98145, 0.33537)  0.78
O (0.55851, 2.23299, -0.60439)  -0.70
C (1.18581, 2.33240, 1.71306)  -0.12
C (1.02645, 3.22248, 2.76935)  -0.17
C (1.10446, 2.82062, 4.08954)  -0.24
C (1.34365, 1.48619, 4.38583)  -0.20
C (1.53422, 0.58943, 3.35971)  -0.24
C (1.45715, 0.98530, 2.01366)  -0.21
S (1.68135, -0.33981, 0.90442)  0.10
H (0.82951, 4.25309, 2.51900)  0.24
H (0.97281, 3.54545, 4.87826)  0.21
H (1.38496, 1.15223, 5.41078)  0.22
H (1.73160, -0.45067, 3.56579)  0.22
Cl (0.12234, -2.78167, 3.71271)  0.03
C (-1.03616, -2.29436, 2.53791)  -0.01
C (-1.24368, -3.07066, 1.40918)  -0.25
C (-2.20942, -2.68839, 0.49889)  -0.12
C (-2.97281, -1.54056, 0.68138)  -0.11
C (-4.05051, -1.19407, -0.32367)  0.09
C (-3.67523, 0.04179, -1.18920)  -0.24
N (-2.39172, -0.11150, -1.80800)  -0.33
C (-2.11510, -0.43923, -3.10361)  -0.09
C (-0.75568, -0.50250, -3.20534)  -0.07
N (-0.20680, -0.22556, -1.99065)  -0.50
C (-1.21477, 0.00060, -1.17456)  0.23
O (-5.26184, -0.95096, 0.35986)  -0.52
C (-6.43517, -1.34172, -0.33016)  -0.08
C (-6.52382, -2.83211, -0.47761)  -0.14
C (-6.26337, -3.53229, -1.62121)  -0.25
Cl (-5.89419, -2.88972, -3.16791)  0.04
S (-6.36593, -5.24682, -1.39128)  0.47
C (-6.74243, -5.01498, 0.27040)  -0.40
C (-6.80028, -3.70553, 0.60683)  -0.23
C (-2.72371, -0.76166, 1.81113)  -0.02
Cl (-3.58970, 0.69936, 2.08688)  0.04
C (-1.76208, -1.13164, 2.73907)  -0.25
H (-0.66392, -3.96466, 1.25038)  0.23
H (-2.37495, -3.29679, -0.37750)  0.21
H (-4.17297, -2.05567, -0.99367)  0.19
H (-3.66705, 0.92601, -0.55032)  0.24
H (-4.43367, 0.17392, -1.96279)  0.22
H (-2.88257, -0.58090, -3.83555)  0.23
H (-0.14297, -0.73277, -4.05489)  0.23
H (-1.12980, 0.26250, -0.13958)  0.24
H (-6.48767, -0.86062, -1.31496)  0.18
H (-7.24981, -0.97357, 0.29859)  0.21
H (-6.90201, -5.86689, 0.89859)  0.24
H (-7.02526, -3.34543, 1.59209)  0.23
H (-1.58332, -0.51992, 3.60792)  0.25
O (3.53509, 1.98116, -0.45691)  -0.64
C (4.25910, 1.53814, -1.37497)  0.78
O (3.78989, 0.72411, -2.21884)  -0.75
C (5.68992, 1.96407, -1.41606)  -0.17
C (6.08347, 2.96984, -0.53408)  -0.12
C (7.40661, 3.36710, -0.46342)  -0.22
C (8.34784, 2.77107, -1.27854)  -0.18
C (7.94966, 1.77822, -2.16777)  0.07
C (6.62621, 1.36426, -2.24992)  -0.16
N (8.96019, 1.17105, -3.00305)  0.52
O (10.10538, 1.53923, -2.84190)  -0.38
O (8.61437, 0.33390, -3.80700)  -0.37
H (5.32672, 3.42834, 0.08509)  0.25
H (7.70165, 4.13901, 0.22944)  0.23
H (9.38664, 3.05929, -1.24635)  0.25
H (6.33485, 0.58834, -2.94168)  0.26

=====

Record 2
Computed, not measured: C51H46BCdF3N12O as an isolated structure in a non-equilibrium geometry, with the ωB97M-V functional and the def2-TZVPD basis.

Values from the calculation:
ΔE to the lowest compared entry with this formula, charge and spin = 0.00 kJ/mol
Charge = 0
Spin multiplicity = 1

Last column: Löwdin charge in e.
Element x y z (Å)
Cd (0.59587, -0.06835, -0.34527)  1.41
C (-1.79192, -3.89730, -3.65250)  -0.02
C (-1.67591, -2.50113, -3.15201)  -0.27
C (-2.34406, -1.38851, -3.61345)  0.03
C (-1.90361, -0.32506, -2.80748)  -0.27
N (-1.02350, -0.79429, -1.91715)  0.04
N (-0.88170, -2.10627, -2.13359)  0.03
B (-0.03313, -3.03525, -1.23874)  -0.52
N (-0.50151, -2.82473, 0.21330)  0.03
N (-0.56781, -1.63347, 0.82136)  0.04
C (-1.18268, -1.81062, 1.99440)  -0.26
C (-1.50646, -3.16942, 2.14060)  0.03
C (-1.06686, -3.77657, 0.98612)  -0.26
C (-1.24764, -5.20314, 0.60240)  -0.02
C (-1.52966, -0.76303, 2.94453)  -0.19
C (-1.01816, 0.52461, 2.81004)  -0.09
C (-1.30303, 1.50379, 3.74157)  -0.08
C (-2.14352, 1.22575, 4.80643)  -0.08
C (-2.69815, -0.03754, 4.92918)  -0.08
C (-2.38816, -1.02605, 4.01462)  -0.03
N (1.47273, -2.75624, -1.39665)  0.02
N (2.01301, -1.56116, -1.13678)  0.03
C (3.33559, -1.65809, -1.29023)  -0.25
C (3.65110, -2.97257, -1.66996)  0.03
C (2.44101, -3.63523, -1.73453)  -0.26
C (2.21258, -5.04955, -2.13407)  -0.02
C (4.25944, -0.54499, -1.07670)  -0.18
C (3.84579, 0.76771, -1.29695)  -0.05
C (4.69982, 1.82931, -1.06561)  -0.07
C (5.99262, 1.59635, -0.62714)  -0.09
C (6.42527, 0.29395, -0.43862)  -0.09
C (5.57070, -0.77188, -0.65798)  -0.04
C (-2.31500, 1.06877, -2.91838)  -0.16
C (-1.98990, 1.99985, -1.93464)  -0.08
C (-2.37364, 3.32227, -2.05715)  -0.08
C (-3.08256, 3.74755, -3.16833)  -0.09
C (-3.41508, 2.83135, -4.15218)  -0.08
C (-3.03849, 1.50829, -4.02800)  -0.03
H (-2.45331, -3.91794, -4.51445)  0.08
H (-2.20731, -4.55327, -2.88954)  0.08
H (-0.82055, -4.29183, -3.94230)  0.08
H (-3.05642, -1.36608, -4.41186)  0.10
H (-0.23602, -4.15405, -1.54821)  0.10
H (-1.96689, -3.65293, 2.97954)  0.11
H (-1.72431, -5.73181, 1.42394)  0.08
H (-0.29837, -5.68264, 0.37522)  0.08
H (-1.88686, -5.28333, -0.27604)  0.08
H (-0.38055, 0.73134, 1.96461)  0.06
H (-0.86611, 2.48868, 3.64597)  0.10
H (-2.35595, 1.98710, 5.54185)  0.10
H (-3.36984, -0.25733, 5.74689)  0.10
H (-2.82720, -2.00464, 4.13145)  0.10
H (4.61913, -3.37728, -1.89068)  0.11
H (3.16196, -5.49286, -2.42171)  0.08
H (1.53147, -5.10971, -2.98049)  0.08
H (1.78902, -5.63344, -1.31930)  0.08
H (2.85142, 0.93634, -1.67668)  0.05
H (4.35665, 2.84077, -1.23506)  0.10
H (6.66250, 2.42351, -0.43908)  0.10
H (7.44066, 0.11101, -0.11805)  0.10
H (5.91813, -1.78354, -0.49730)  0.11
H (-1.43043, 1.66337, -1.07489)  0.06
H (-2.10772, 4.02904, -1.28377)  0.11
H (-3.37348, 4.78305, -3.26990)  0.10
H (-3.96659, 3.14993, -5.02520)  0.10
H (-3.30425, 0.81175, -4.80656)  0.10
N (3.67013, 0.09483, 2.99417)  0.11
C (2.70942, -0.52288, 2.13080)  -0.39
N (2.04159, 0.41664, 1.30550)  0.03
C (1.92041, 1.67250, 1.66773)  -0.37
N (1.44311, 2.61198, 0.83874)  0.03
N (1.06549, 2.15393, -0.34974)  -0.10
C (0.98675, 2.95341, -1.36206)  -0.12
C (0.79811, 2.39488, -2.67718)  -0.31
C (0.58021, 3.20437, -3.80097)  -0.02
C (0.46037, 2.61170, -5.03963)  -0.06
C (0.60570, 1.23251, -5.13910)  -0.05
C (0.85144, 0.50950, -3.98237)  -0.14
N (0.92945, 1.06395, -2.78814)  0.05
C (2.45748, 2.14598, 2.94213)  -0.10
C (2.16745, 3.39368, 3.47856)  -0.03
C (2.75923, 3.79930, 4.65959)  -0.10
C (3.67395, 2.96578, 5.29005)  -0.09
C (3.98847, 1.72983, 4.75843)  -0.03
C (3.37070, 1.29752, 3.58751)  -0.22
H (4.30992, -0.51615, 3.47782)  0.14
H (3.23430, -1.23580, 1.47187)  0.14
H (1.14979, 4.02777, -1.27050)  0.13
H (0.49578, 4.27294, -3.68013)  0.11
H (0.26354, 3.21053, -5.91845)  0.11
H (0.53594, 0.73392, -6.09204)  0.10
H (1.00438, -0.56512, -4.01556)  0.12
H (1.48966, 4.03270, 2.93349)  0.10
H (2.53596, 4.77111, 5.07706)  0.10
H (4.15335, 3.29352, 6.20165)  0.10
H (4.71981, 1.09639, 5.23947)  0.11
C (1.50052, -1.05013, 4.18007)  -0.10
O (1.77400, -1.36479, 2.83338)  -0.13
H (1.10998, -0.03742, 4.31361)  0.08
H (2.39742, -1.17655, 4.79678)  0.08
H (0.74660, -1.76448, 4.50520)  0.09
F (-7.23739, 2.69082, 0.19310)  0.14
C (-6.94846, 1.55833, 0.85477)  -0.59
F (-7.19904, 1.81255, 2.15255)  0.14
F (-7.85430, 0.65189, 0.46801)  0.14
C (-5.52493, 1.11955, 0.64583)  -0.11
C (-4.50271, 1.98767, 1.00861)  0.03
C (-3.19874, 1.54545, 0.85928)  -0.14
N (-2.89270, 0.34007, 0.40952)  0.08
C (-3.86920, -0.47523, 0.06424)  -0.11
C (-5.21492, -0.13861, 0.15469)  0.03
H (-4.72860, 2.96837, 1.39287)  0.13
H (-2.36577, 2.18008, 1.12721)  0.11
H (-3.56458, -1.44189, -0.31290)  0.11
H (-5.99117, -0.82921, -0.13440)  0.12

=====

Record 3
Computed, not measured: one molecule with the formula C4H8O2, with the ωB97M-V functional and the def2-TZVPD basis.

Values from the calculation:
ΔE to the lowest compared entry with this formula, charge and spin = 126.19 kJ/mol
SMILES string = O[C@@H]1CCOC1
Charge = 0
Spin multiplicity = 1

Last column: natural (NBO) charge in e.
Element x y z (Å)
O (0.49347, -0.88142, 1.91781)  -0.71
C (0.03302, 0.00644, 0.92347)  0.07
C (-0.62012, -0.66097, -0.28555)  -0.46
C (-0.47642, 0.42680, -1.34869)  -0.06
O (0.69100, 1.17081, -1.00472)  -0.53
C (1.19323, 0.73077, 0.24686)  -0.08
H (-0.06392, -1.66661, 1.86450)  0.47
H (-0.66456, 0.74204, 1.35536)  0.16
H (-0.02853, -1.54568, -0.55808)  0.21
H (-1.65792, -0.96793, -0.11395)  0.22
H (-0.36318, 0.01823, -2.35905)  0.18
H (-1.34332, 1.10271, -1.35218)  0.17
H (1.55591, 1.59916, 0.80466)  0.19
H (2.02377, 0.01895, 0.12097)  0.17